Density functional theory data (ωB97M-V with the def2-TZVPD basis set) for 7 unconnected molecules or ions with the total composition H14O7.

**Energy relative to the best compared isomer or geometry (same formula, charge and spin)**: 52.8 kcal/mol
**Highest occupied orbital energy**: -11.2149 eV
**Energy**: -14559.1700 eV
**Gap between HOMO and LUMO**: 11.21 eV
**SMILES**: O.O.O.O.O.O.O
**E_LUMO**: 0.000 hartree
**2S+1**: 1

XYZ file:
```
21
H14O7 ωB97M-V with the def2-TZVPD basis set
O 11.296 22.525 -4.474
H 11.490 21.634 -4.765
H 11.183 22.448 -3.527
O 14.295 18.326 -1.511
H 13.501 18.343 -2.045
H 14.020 18.672 -0.662
O 16.036 22.099 -5.165
H 16.053 21.683 -4.304
H 15.350 22.763 -5.098
O 19.489 21.693 -8.679
H 19.868 20.820 -8.784
H 19.008 21.648 -7.853
O 19.128 16.857 -5.676
H 19.707 16.104 -5.797
H 19.028 16.931 -4.727
O 19.557 17.358 -0.344
H 19.720 16.812 0.426
H 18.606 17.351 -0.446
O 10.655 26.283 -7.531
H 11.001 25.488 -7.127
H 11.235 26.447 -8.275
```


Density functional theory data (ωB97M-V with the def2-TZVPD basis set) for C5H7NO in the gas phase.

**Energy relative to the best compared isomer or geometry (same formula, charge and spin)**: 59.9 kcal/mol
**Highest occupied orbital energy**: -9.5944 eV
**Energy**: -8833.6054 eV
**Gap between HOMO and LUMO**: 10.57 eV
**SMILES**: [H]/N=C/OCCC#C
**E_LUMO**: 0.036 hartree
**2S+1**: 1

XYZ file:
```
14
C5H7NO ωB97M-V with the def2-TZVPD basis set
H 2.634 0.769 -1.013
N 1.850 0.587 -0.393
C 1.096 1.598 -0.320
O -0.020 1.645 0.424
C -0.380 0.446 1.126
C -1.315 -0.441 0.287
C -0.685 -1.508 -0.500
C -0.237 -2.433 -1.128
H 1.224 2.560 -0.824
H -0.927 0.807 2.000
H 0.515 -0.098 1.444
H -2.045 -0.908 0.960
H -1.889 0.217 -0.378
H 0.178 -3.242 -1.687
```